# 1
# C22H35BrMgO2P2

A molecular structure, C22H35BrMgO2P2 at a distorted geometry (ωB97M-V with the def2-TZVPD basis set, the OMol25 dataset).

Last column: Mulliken charge in e.
Atoms and positions in Å:
P: 0.2022 -1.8339 -4.0658  0.886
P: 0.1210 1.2420 -3.9657  0.886
C: -0.1492 -0.9586 -5.6802  -1.153
C: 0.3702 0.4711 -5.6510  -1.175
H: -1.2330 -0.9821 -5.8596  0.454
H: 0.3170 -1.5201 -6.5020  0.472
H: 1.4406 0.5088 -5.8978  0.459
H: -0.1449 1.0824 -6.4051  0.474
C: -1.4719 2.0748 -4.3981  -1.478
H: -1.7041 2.8056 -3.6183  0.376
H: -2.2747 1.3328 -4.4539  0.338
H: -1.3809 2.5857 -5.3639  0.447
C: 1.2205 2.6785 -4.2835  -1.433
H: 0.9665 3.1716 -5.2293  0.392
H: 2.2583 2.3318 -4.3278  0.372
H: 1.1130 3.3916 -3.4612  0.393
C: -0.8927 -3.2665 -4.4026  -1.414
H: -0.7109 -4.0289 -3.6384  0.399
H: -0.6981 -3.6901 -5.3958  0.390
H: -1.9358 -2.9367 -4.3465  0.360
C: 1.7724 -2.6170 -4.6591  -1.468
H: 2.5644 -1.8660 -4.7228  0.351
H: 1.6218 -3.0653 -5.6467  0.422
H: 2.0657 -3.3941 -3.9501  0.385
Mg: -0.5592 -0.4556 2.9151  0.889
C: 0.7125 1.1678 0.7065  -0.428
C: -0.6367 1.0923 0.6133  -0.771
C: -1.4014 0.2614 -0.3673  0.451
C: -1.7670 -1.2336 -0.0398  -0.813
C: -0.7345 -2.1144 0.5869  -0.751
C: 0.5945 -2.0212 0.3968  -0.274
C: 1.2560 -1.0888 -0.5586  0.660
C: 1.6748 0.3466 -0.0774  -0.806
C: 0.1479 -2.1905 3.7608  -1.592
H: 1.1627 1.8076 1.4734  0.463
H: -1.2419 1.6804 1.3215  0.602
H: -0.9250 0.2935 -1.3563  -0.686
H: -2.3754 0.7703 -0.4770  0.538
H: -2.6525 -1.2245 0.6171  0.359
H: -2.1119 -1.6681 -0.9914  0.364
H: -1.1303 -2.8033 1.3534  0.491
H: 1.2574 -2.5869 1.0641  0.334
H: 0.6382 -0.9909 -1.4614  -1.089
H: 2.1927 -1.5804 -0.8652  0.618
H: 2.5935 0.2436 0.5206  0.406
H: 1.9678 0.8935 -0.9933  0.315
H: 0.9657 -1.8533 4.4045  0.324
H: 0.4734 -3.0365 3.1305  0.413
H: -0.7236 -2.4759 4.3718  0.356
Br: 2.1943 2.9014 5.3122  -0.139
C: 0.8345 2.3211 6.4796  0.013
C: 0.9250 2.6590 7.8394  -0.466
C: -0.1035 2.3232 8.7243  -0.440
C: -1.2451 1.6418 8.2641  -0.585
C: -1.3351 1.2885 6.9216  -0.470
C: -0.2973 1.6005 6.0311  0.231
C: -0.4002 1.0441 4.6708  1.452
O: -1.5644 0.6400 4.2520  -0.951
O: 0.6376 0.8721 3.9360  -0.671
H: 1.8079 3.1930 8.1745  0.390
H: -0.0051 2.6058 9.7652  0.371
H: -2.0494 1.3964 8.9559  0.373
H: -2.2139 0.7620 6.5499  0.386

Forces on atoms 1 to 6 (eV/Å):
-0.047 -0.714 -1.083
0.078 0.763 -0.908
-0.104 -0.090 0.053
0.078 0.044 0.069
0.148 0.086 0.148
-0.209 0.017 0.152

- Energy above the lowest of the compared OMol25 structures with the same formula, charge and spin: 0.0 kJ/mol
- Molar mass: 497.68 g mol⁻¹

***

# 2
# C38H86N5O6Y

A molecular structure, C38H86N5O6Y at a distorted geometry (ωB97M-V with the def2-TZVPD basis set, the OMol25 dataset).

Last column: Mulliken charge in e.
Atoms and positions in Å:
Y: -0.8188 -4.7341 -1.8834  0.706
C: -1.3962 -1.1560 1.0481  -0.365
C: -1.0017 -1.3059 -0.4302  0.673
C: 0.3590 -0.6544 -0.5432  -0.294
O: -1.1260 -2.5888 -0.9129  -0.436
H: -0.8313 -1.7972 1.7247  -0.173
H: -2.4723 -1.2780 1.1714  -0.031
H: -1.0493 -0.1716 1.3623  0.238
H: -1.6659 -0.6255 -0.9631  0.350
H: 0.7718 -0.7921 -1.5426  0.409
H: 0.9750 -0.9305 0.3126  -0.354
H: 0.3054 0.4300 -0.4464  -0.307
C: -3.9832 -3.9049 2.7760  -0.699
C: -4.9825 -3.3787 1.7490  0.289
C: -5.7291 -2.1167 2.1054  -0.769
O: -6.5660 -1.6776 1.0706  -0.353
C: -7.6518 -0.9123 1.5696  -0.796
N: -4.2961 -3.2243 0.4456  -0.557
H: -3.7521 -4.9319 2.4932  0.046
H: -4.5144 -3.9439 3.7270  0.542
H: -3.1336 -3.2238 2.8240  -0.051
H: -5.7252 -4.1654 1.6166  0.388
H: -4.9881 -1.3230 2.2005  0.251
H: -6.2269 -2.2022 3.0713  0.463
H: -7.3161 -0.0817 2.1904  0.322
H: -8.3142 -1.5001 2.2051  0.323
H: -8.3028 -0.4839 0.8075  0.276
H: -3.6105 -2.4863 0.3733  -0.129
H: -5.0058 -2.7501 -0.0943  0.418
C: -0.9027 -5.9508 2.4933  -1.340
C: -0.6939 -5.1191 1.1686  0.956
C: 0.7573 -4.8250 0.9722  0.013
O: 0.9717 -4.6915 -0.3839  -0.317
C: 2.1705 -3.8803 -0.6301  -0.444
N: -1.1443 -5.9557 0.0796  -0.304
H: -1.9476 -6.1987 2.6800  0.484
H: -0.4958 -5.3771 3.3261  0.075
H: -0.3693 -6.8981 2.4151  0.543
H: -1.3108 -4.2205 1.1841  -0.610
H: 1.4742 -5.5623 1.3337  0.520
H: 0.9095 -3.8193 1.3640  -0.184
H: 2.0599 -2.8808 -0.2095  0.054
H: 2.3083 -3.7202 -1.6994  0.255
H: 3.0773 -4.4209 -0.3587  0.303
H: -2.0820 -6.1282 0.4127  0.404
H: -0.7860 -6.8966 0.1593  0.280
C: -3.1418 3.1633 -6.3392  -1.781
C: -1.9175 2.2997 -6.8403  1.095
C: -0.8851 3.2629 -7.5367  -1.215
C: 0.5443 2.5864 -7.7579  -0.828
C: 0.9751 1.8777 -6.4459  -1.188
C: -0.0613 0.9260 -5.8391  2.496
N: -1.3052 1.6497 -5.7187  0.528
O: -2.1482 0.9549 -4.9209  -0.505
C: -0.1307 -0.3861 -6.7109  -1.989
C: 0.5694 0.6635 -4.4650  -2.956
C: -2.4073 1.3458 -7.9817  -1.596
H: -3.9722 2.5893 -5.9280  0.384
H: -3.5435 3.7627 -7.1561  0.414
H: -2.8917 3.8293 -5.5134  0.384
H: -1.3714 3.6521 -8.4312  0.549
H: -0.7366 4.1796 -6.9659  0.405
H: 1.3511 3.1528 -8.2230  0.470
H: 0.3311 1.8528 -8.5354  0.252
H: 1.3815 2.5533 -5.6932  0.438
H: 1.7834 1.3572 -6.9595  0.367
H: 0.3045 -0.2294 -7.6979  0.324
H: 0.4352 -1.2449 -6.3496  0.382
H: -1.1548 -0.7456 -6.8105  0.466
H: -0.1128 -0.1061 -4.1040  0.650
H: 1.5686 0.2345 -4.3893  0.449
H: 0.5470 1.5327 -3.8077  0.505
H: -1.7064 0.5924 -8.3413  0.359
H: -2.7626 2.0149 -8.7654  0.439
H: -3.2999 0.8662 -7.5799  0.379
H: -1.8301 1.1721 -4.0415  0.360
C: 4.2325 -0.0700 4.7588  -1.776
C: 3.5160 -1.0692 3.7583  1.367
C: 4.2567 -2.5056 3.8475  -1.034
C: 3.7413 -3.3740 5.0058  -0.963
C: 2.2843 -3.5778 4.9490  -0.702
C: 1.4516 -2.2129 4.8938  1.315
N: 2.0472 -1.3062 3.9316  1.312
O: 1.3332 -0.0431 3.9501  -0.560
C: 0.0311 -2.6371 4.4146  -1.670
C: 1.4989 -1.6945 6.3535  -1.763
C: 3.6858 -0.5740 2.3620  -1.564
H: 3.5297 0.7183 5.0283  0.384
H: 5.1065 0.4785 4.4075  0.430
H: 4.4655 -0.6128 5.6748  0.330
H: 4.0905 -3.0807 2.9366  0.310
H: 5.3323 -2.4607 4.0186  0.475
H: 3.9483 -2.7711 5.8900  0.295
H: 4.2402 -4.3198 5.2169  0.471
H: 2.1435 -4.1317 5.8771  0.485
H: 2.0423 -4.2982 4.1677  0.047
H: -0.7115 -1.8454 4.5138  0.418
H: -0.0382 -2.9977 3.3883  -0.279
H: -0.2177 -3.5159 5.0095  0.547
H: 1.0129 -0.7357 6.5339  0.380
H: 1.0355 -2.3274 7.1102  0.401
H: 2.4969 -1.3277 6.5932  0.341
H: 4.7387 -0.4980 2.0907  0.539
H: 3.2727 0.4158 2.1675  0.159
H: 3.2003 -1.2755 1.6835  0.103
H: 0.9044 -0.1045 3.0934  0.205
C: 1.4452 2.3530 1.2732  -2.102
C: 1.1670 3.6973 0.5678  1.435
C: 0.0714 4.3264 1.5046  -1.321
C: -0.2400 5.7909 1.2052  -0.710
C: 0.9616 6.6027 1.4707  -1.179
C: 2.1768 6.0305 0.5825  1.582
N: 2.2993 4.5609 0.4930  0.746
O: 3.4159 4.0517 -0.1088  -0.443
C: 2.0686 6.6992 -0.8157  -1.546
C: 3.4979 6.5293 1.1529  -2.192
C: 0.6019 3.4865 -0.9142  -2.374
H: 0.4859 1.9114 1.5427  0.149
H: 1.9358 1.6872 0.5631  0.610
H: 2.0383 2.4540 2.1821  0.634
H: -0.9069 3.8671 1.3630  0.455
H: 0.3914 4.2358 2.5427  0.522
H: -0.6064 5.8560 0.1807  0.299
H: -0.9236 6.1599 1.9698  0.395
H: 1.1314 6.4407 2.5352  0.360
H: 0.7503 7.6268 1.1630  0.431
H: 1.6239 5.8624 -1.3543  0.377
H: 3.0381 6.8800 -1.2800  0.355
H: 1.5040 7.6307 -0.8555  0.285
H: 4.3370 6.2051 0.5373  0.485
H: 3.6722 5.8605 1.9957  0.463
H: 3.6219 7.5631 1.4754  0.339
H: -0.1944 2.7518 -0.7947  0.421
H: 0.1400 4.3870 -1.3191  0.444
H: 1.4249 3.2573 -1.5911  0.601
H: 4.0391 4.0852 0.6206  0.376

Forces on atoms 1 to 6 (eV/Å):
-0.353 3.696 1.349
0.145 0.038 -0.235
-0.226 1.086 0.812
0.266 0.299 -0.407
0.594 -3.271 -1.512
-0.095 -0.594 -0.174

- Spin multiplicity: 2
- Total energy: -61564.75144 eV
- ⟨S²⟩: 0.75
- Total charge: +1
- Molar mass: 798.04 g mol⁻¹

***

# 3
# C2ClF2OS

2 unconnected molecules or ions with the total composition C2ClF2OS at a distorted geometry (ωB97M-V with the def2-TZVPD basis set, the OMol25 dataset).

Last column: Mulliken charge in e.
Atoms and positions in Å:
C: -2.3099 0.4310 0.9585  0.632
C: 1.5294 0.0218 -0.3925  -0.207
O: -2.5381 -0.3868 1.8161  -0.424
F: 2.1341 -0.5160 -1.6404  -0.275
F: 1.1331 -1.1351 0.2763  -0.170
S: -2.0832 1.1762 -0.3811  -0.245
Cl: 3.0589 0.5299 0.4981  -0.311

Forces on atoms 1 to 6 (eV/Å):
-1.076 -4.121 2.103
-0.622 0.017 -1.486
0.914 3.510 -2.400
-0.561 0.040 1.066
0.296 -0.190 -0.199
0.227 0.576 0.313

- Energy above the lowest of the compared OMol25 structures with the same formula, charge and spin: 187.0 kJ/mol
- Total charge: -1
- Molar mass: 145.54 g mol⁻¹

***

# 4
# C9H14

2 unconnected molecules or ions with the total composition C9H14 at a distorted geometry (ωB97M-V with the def2-TZVPD basis set, the OMol25 dataset).

Last column: Mulliken charge in e.
Atoms and positions in Å:
C: 0.2752 -2.7868 1.2457  -1.342
C: -0.3937 -1.4570 1.1295  1.098
C: -0.1027 -0.4431 2.0537  -0.571
C: -0.6822 0.8119 1.9083  -0.215
C: -1.5762 1.0488 0.8476  -0.633
C: -1.6714 0.0947 -0.1481  -0.368
C: -1.1066 -1.1690 -0.0345  -0.800
H: -0.1552 -3.4669 0.4831  0.338
H: -0.1345 -3.4481 2.0495  0.342
H: 1.3364 -2.7548 1.4432  0.295
H: 0.5923 -0.5241 2.8788  0.365
H: -0.4224 1.6457 2.5315  0.388
H: -2.0319 2.0337 0.8008  0.385
H: -2.2745 0.3488 -1.0251  0.369
H: -1.3816 -1.9472 -0.7285  0.336
C: 0.6735 1.8165 -2.4547  -0.729
C: 1.7230 1.1835 -1.5016  -0.615
H: 0.0929 0.9667 -2.8053  0.194
H: 0.1277 2.5264 -1.8472  0.216
H: 1.1771 2.3409 -3.2669  0.336
H: 1.3083 0.4097 -0.8450  0.014
H: 1.9909 1.9463 -0.7527  0.238
H: 2.6357 0.8232 -1.9620  0.359

Forces on atoms 1 to 6 (eV/Å):
-2.069 -2.024 0.857
1.139 -0.034 -0.098
-0.406 0.922 -0.296
-0.661 -0.382 -0.947
1.376 0.127 0.507
-1.261 0.409 -0.635

- SMILES: Cc1ccccc1.CC
- Energy above the lowest of the compared OMol25 structures with the same formula, charge and spin: 77.1 kJ/mol
- Molar mass: 122.21 g mol⁻¹